No. 1
Below is a cluster of 2 separate species, CH2Cl4OP2 in total in a non-equilibrium geometry, with properties calculated with wB97M-V/def2-TZVPD.

Computed properties:
HOMO-LUMO gap: 0.280 Ha
Total energy: -71785.345 eV
Energy relative to the best compared isomer or geometry (same formula, charge and spin): 24.7 kcal/mol

```
10
Properties=species:S:1:pos:R:3:mulliken_charge:R:1
C -0.98 0.14 -0.59 -0.86
O 2.48 0.26 -0.26 -0.46
P -1.12 -1.26 0.54 0.37
P 1.32 0.98 0.28 0.75
Cl 0.31 -2.55 -0.07 -0.17
Cl -2.74 -2.14 -0.16 -0.20
Cl 1.31 0.84 2.28 -0.14
Cl 1.41 2.92 -0.34 -0.19
H -1.49 1.03 -0.21 0.42
H -0.50 -0.23 -1.46 0.49
```

No. 2
Below is a cluster of 2 separate species, C2H4P2S in total in a non-equilibrium geometry, with properties calculated with wB97M-V/def2-TZVPD.

Computed properties:
HOMO-LUMO gap: 0.300 Ha
SMILES: P#P=S.C=C
Total energy: -31548.902 eV
Energy relative to the best compared isomer or geometry (same formula, charge and spin): 54.5 kcal/mol

```
9
Properties=species:S:1:pos:R:3:mulliken_charge:R:1
P 3.07 -1.97 -0.07 -0.10
P 2.83 -0.10 -0.19 0.37
S 2.38 1.77 0.04 -0.27
C -1.46 0.63 -0.21 -0.49
C -1.22 -0.57 0.21 -0.43
H -1.73 1.59 0.38 0.19
H -1.73 0.78 -1.18 0.29
H -1.04 -1.52 -0.32 0.28
H -1.10 -0.61 1.36 0.17
```

No. 3
Below is the molecule C13H18N6O3S2 in a non-equilibrium geometry, with properties calculated with wB97M-V/def2-TZVPD.

Computed properties:
HOMO-LUMO gap: 0.339 Ha
SMILES: CCOC(=O)Cc1nnc(NC(=O)[C@H](CC)Sc2nncn2C)s1
Total energy: -50526.566 eV
Energy relative to the best compared isomer or geometry (same formula, charge and spin): 0.0 kcal/mol

```
42
Properties=species:S:1:pos:R:3:mulliken_charge:R:1
C -2.83 -2.43 0.68 -0.96
C -3.63 -1.83 -0.46 -0.37
O -3.52 -0.40 -0.44 -0.30
C -4.39 0.29 0.30 0.64
O -5.30 -0.19 0.91 -0.60
C -4.06 1.78 0.25 -0.76
C -2.63 2.00 -0.07 0.78
N -2.20 2.54 -1.15 -0.58
N -0.88 2.56 -1.26 -0.42
C -0.28 2.02 -0.25 0.23
N 1.08 1.87 -0.17 0.09
C 1.67 1.29 0.91 -0.10
O 1.03 0.99 1.90 -0.68
C 3.15 1.00 0.80 0.22
C 3.92 1.55 -0.39 -0.79
C 4.06 3.07 -0.31 -1.26
S 3.27 -0.84 0.88 -0.34
C 2.07 -1.25 -0.31 0.38
N 1.72 -0.54 -1.35 0.10
N 0.74 -1.20 -1.97 -0.92
C 0.51 -2.30 -1.32 -0.10
N 1.33 -2.39 -0.24 0.11
C 1.41 -3.42 0.75 -0.94
S -1.35 1.44 1.00 -0.08
H -3.25 -2.14 1.64 0.36
H -1.80 -2.08 0.64 0.12
H -2.84 -3.52 0.61 0.41
H -4.69 -2.10 -0.37 0.37
H -3.24 -2.13 -1.43 0.31
H -4.67 2.23 -0.53 0.31
H -4.34 2.21 1.21 0.29
H 1.58 2.00 -1.04 0.34
H 3.62 1.31 1.74 0.69
H 3.44 1.24 -1.32 0.36
H 4.92 1.11 -0.37 0.46
H 4.61 3.36 0.58 0.36
H 4.60 3.43 -1.18 0.37
H 3.09 3.57 -0.28 0.33
H -0.22 -3.03 -1.59 0.54
H 0.51 -4.02 0.72 0.34
H 1.52 -2.97 1.74 0.35
H 2.28 -4.06 0.57 0.33
```

No. 4
Below is a structure of composition C30H43Cl3MnN5O3Si in a non-equilibrium geometry, with properties calculated with wB97M-V/def2-TZVPD.

Computed properties:
HOMO-LUMO gap (spin up / spin down): 0.240 / 0.300 Ha
Total energy: -122170.669 eV
Spin multiplicity: 5

```
86
Properties=species:S:1:pos:R:3:mulliken_charge:R:1
C 1.54 -0.92 -4.06 -1.42
C 1.04 0.48 -3.92 0.30
H 1.26 -1.32 -5.03 0.39
H 1.14 -1.58 -3.29 0.07
H 2.63 -0.95 -3.99 0.30
C 0.56 1.22 -4.92 0.29
C 0.41 0.77 -6.34 -1.54
H 0.28 2.27 -4.76 0.37
H 0.60 -0.30 -6.48 0.36
H 1.06 1.33 -7.02 0.30
H -0.62 0.97 -6.67 0.31
Mn 0.43 -0.64 -0.09 0.35
Cl 2.60 -0.01 0.22 -0.55
Cl -0.11 -2.67 -0.98 -0.71
C 0.42 2.75 0.92 -0.06
O -0.45 1.85 1.00 -0.61
N 0.16 4.07 1.10 0.51
C -1.17 4.50 1.51 -0.97
C 1.18 5.10 1.02 -1.06
H 1.48 2.49 0.70 0.30
H -1.82 3.62 1.58 0.24
H -1.58 5.22 0.79 0.28
H -1.10 5.01 2.48 0.33
H 2.12 4.67 0.67 0.28
H 1.33 5.56 2.01 0.35
H 0.87 5.90 0.34 0.37
H -1.52 -1.04 -3.61 0.16
H -2.34 1.51 -3.96 0.17
C -2.38 -1.15 -2.93 -0.81
C -3.18 1.12 -3.38 -0.83
N -2.75 0.14 -2.41 0.32
H -2.09 -1.82 -2.11 0.16
C -2.78 0.42 -1.08 0.14
O -2.48 -0.35 -0.17 -0.60
H -3.66 1.95 -2.85 0.32
H -3.13 1.46 -0.87 0.20
H -3.21 -1.58 -3.51 0.37
H -3.89 0.67 -4.09 0.33
O 0.18 0.45 -1.73 0.82
C 1.14 1.05 -2.51 -0.49
C -0.16 3.24 -2.35 0.54
C 1.06 2.58 -2.41 0.17
H -1.07 2.63 -2.25 0.06
C -0.19 4.63 -2.38 -0.73
H 2.14 0.78 -2.14 0.49
C 2.25 3.30 -2.41 -0.14
H -1.16 5.14 -2.34 0.44
C 1.00 5.36 -2.47 -0.63
C 2.22 4.69 -2.48 -0.82
H 3.17 2.72 -2.35 0.43
H 0.97 6.44 -2.52 0.43
H 3.16 5.23 -2.53 0.39
Si 0.39 -6.41 -0.71 0.63
Cl 0.52 -5.55 -2.64 -0.33
C -1.47 -6.58 -0.42 -0.94
C 1.60 -5.44 0.33 -0.45
C 0.91 -8.22 -0.73 -1.00
H -2.04 -5.68 -0.73 0.24
H -1.65 -6.79 0.65 0.32
H -1.84 -7.44 -1.00 0.27
H 0.23 -8.85 -1.33 0.26
H 0.86 -8.55 0.32 0.29
H 1.93 -8.37 -1.10 0.29
H 1.43 -4.35 0.24 -0.29
H 2.62 -5.66 -0.01 0.32
H 1.53 -5.74 1.39 0.33
N -0.56 1.78 10.44 -0.50
C -0.45 1.36 9.36 0.08
C -0.32 0.81 8.04 0.45
C -1.00 1.41 6.97 -1.05
C -0.88 0.87 5.69 -0.60
C -0.10 -0.28 5.51 1.89
C 0.55 -0.88 6.58 -0.38
C 0.45 -0.34 7.85 -1.10
N 0.08 -0.81 4.22 0.30
C 0.75 -2.00 3.92 -0.21
C 0.71 -2.13 2.56 -0.57
N 0.12 -1.00 2.02 0.24
C -0.34 -0.26 3.02 -0.45
H -1.63 2.28 7.13 0.42
H -1.39 1.32 4.83 0.39
H 1.14 -1.78 6.40 0.27
H 0.96 -0.81 8.68 0.43
H 1.15 -2.64 4.67 0.37
H 1.08 -2.91 1.93 0.07
H -0.93 0.65 2.97 0.31
```

What did the second record say?
Below is a cluster of 2 separate species, C2H4P2S in total in a non-equilibrium geometry, with properties calculated with wB97M-V/def2-TZVPD.

Computed properties:
HOMO-LUMO gap: 0.300 Ha
SMILES: P#P=S.C=C
Total energy: -31548.902 eV
Energy relative to the best compared isomer or geometry (same formula, charge and spin): 54.5 kcal/mol

```
9
Properties=species:S:1:pos:R:3:mulliken_charge:R:1
P 3.07 -1.97 -0.07 -0.10
P 2.83 -0.10 -0.19 0.37
S 2.38 1.77 0.04 -0.27
C -1.46 0.63 -0.21 -0.49
C -1.22 -0.57 0.21 -0.43
H -1.73 1.59 0.38 0.19
H -1.73 0.78 -1.18 0.29
H -1.04 -1.52 -0.32 0.28
H -1.10 -0.61 1.36 0.17
```

Copy entry 4 word for word.
Below is a structure of composition C30H43Cl3MnN5O3Si in a non-equilibrium geometry, with properties calculated with wB97M-V/def2-TZVPD.

Computed properties:
HOMO-LUMO gap (spin up / spin down): 0.240 / 0.300 Ha
Total energy: -122170.669 eV
Spin multiplicity: 5

```
86
Properties=species:S:1:pos:R:3:mulliken_charge:R:1
C 1.54 -0.92 -4.06 -1.42
C 1.04 0.48 -3.92 0.30
H 1.26 -1.32 -5.03 0.39
H 1.14 -1.58 -3.29 0.07
H 2.63 -0.95 -3.99 0.30
C 0.56 1.22 -4.92 0.29
C 0.41 0.77 -6.34 -1.54
H 0.28 2.27 -4.76 0.37
H 0.60 -0.30 -6.48 0.36
H 1.06 1.33 -7.02 0.30
H -0.62 0.97 -6.67 0.31
Mn 0.43 -0.64 -0.09 0.35
Cl 2.60 -0.01 0.22 -0.55
Cl -0.11 -2.67 -0.98 -0.71
C 0.42 2.75 0.92 -0.06
O -0.45 1.85 1.00 -0.61
N 0.16 4.07 1.10 0.51
C -1.17 4.50 1.51 -0.97
C 1.18 5.10 1.02 -1.06
H 1.48 2.49 0.70 0.30
H -1.82 3.62 1.58 0.24
H -1.58 5.22 0.79 0.28
H -1.10 5.01 2.48 0.33
H 2.12 4.67 0.67 0.28
H 1.33 5.56 2.01 0.35
H 0.87 5.90 0.34 0.37
H -1.52 -1.04 -3.61 0.16
H -2.34 1.51 -3.96 0.17
C -2.38 -1.15 -2.93 -0.81
C -3.18 1.12 -3.38 -0.83
N -2.75 0.14 -2.41 0.32
H -2.09 -1.82 -2.11 0.16
C -2.78 0.42 -1.08 0.14
O -2.48 -0.35 -0.17 -0.60
H -3.66 1.95 -2.85 0.32
H -3.13 1.46 -0.87 0.20
H -3.21 -1.58 -3.51 0.37
H -3.89 0.67 -4.09 0.33
O 0.18 0.45 -1.73 0.82
C 1.14 1.05 -2.51 -0.49
C -0.16 3.24 -2.35 0.54
C 1.06 2.58 -2.41 0.17
H -1.07 2.63 -2.25 0.06
C -0.19 4.63 -2.38 -0.73
H 2.14 0.78 -2.14 0.49
C 2.25 3.30 -2.41 -0.14
H -1.16 5.14 -2.34 0.44
C 1.00 5.36 -2.47 -0.63
C 2.22 4.69 -2.48 -0.82
H 3.17 2.72 -2.35 0.43
H 0.97 6.44 -2.52 0.43
H 3.16 5.23 -2.53 0.39
Si 0.39 -6.41 -0.71 0.63
Cl 0.52 -5.55 -2.64 -0.33
C -1.47 -6.58 -0.42 -0.94
C 1.60 -5.44 0.33 -0.45
C 0.91 -8.22 -0.73 -1.00
H -2.04 -5.68 -0.73 0.24
H -1.65 -6.79 0.65 0.32
H -1.84 -7.44 -1.00 0.27
H 0.23 -8.85 -1.33 0.26
H 0.86 -8.55 0.32 0.29
H 1.93 -8.37 -1.10 0.29
H 1.43 -4.35 0.24 -0.29
H 2.62 -5.66 -0.01 0.32
H 1.53 -5.74 1.39 0.33
N -0.56 1.78 10.44 -0.50
C -0.45 1.36 9.36 0.08
C -0.32 0.81 8.04 0.45
C -1.00 1.41 6.97 -1.05
C -0.88 0.87 5.69 -0.60
C -0.10 -0.28 5.51 1.89
C 0.55 -0.88 6.58 -0.38
C 0.45 -0.34 7.85 -1.10
N 0.08 -0.81 4.22 0.30
C 0.75 -2.00 3.92 -0.21
C 0.71 -2.13 2.56 -0.57
N 0.12 -1.00 2.02 0.24
C -0.34 -0.26 3.02 -0.45
H -1.63 2.28 7.13 0.42
H -1.39 1.32 4.83 0.39
H 1.14 -1.78 6.40 0.27
H 0.96 -0.81 8.68 0.43
H 1.15 -2.64 4.67 0.37
H 1.08 -2.91 1.93 0.07
H -0.93 0.65 2.97 0.31
```

Among the records above, which one has the highest total energy? C2H4P2S

What is the total energy in the third record? -50526.566 eV